{"formula": "C23H30O14S", "method": "the ωB97M-V functional and the def2-TZVPD basis", "e_homo_ev": -9.945, "energy_ha": -2345.98738, "gap_ev": 9.21, "fmax_ev_per_a": 2.2, "smiles": "O=C1OC(=O)C(OC(=O)c2ccccc2)=C1S.CCOC(=O)OC.CCOC(=O)OC.CCOC(=O)OC", "symbols": ["O", "C", "O", "C", "O", "C", "O", "C", "O", "C", "C", "C", "C", "C", "C", "C", "S", "H", "H", "H", "H", "H", "H", "C", "C", "O", "C", "O", "O", "C", "H", "H", "H", "H", "H", "H", "H", "H", "C", "C", "O", "C", "O", "O", "C", "H", "H", "H", "H", "H", "H", "H", "H", "C", "C", "O", "C", "O", "O", "C", "H", "H", "H", "H", "H", "H", "H", "H"], "positions_angstrom": [[-1.31310, -4.62351, -2.95736], [-0.74411, -3.96169, -2.14743], [-0.68641, -2.57546, -2.06477], [-0.63730, -2.32736, -0.70123], [-1.08677, -1.39908, -0.10200], [0.06521, -3.51999, -0.08264], [0.66420, -3.60430, 1.15538], [-0.24394, -4.14970, 2.06137], [-1.42610, -3.99595, 1.88432], [0.23209, -4.88344, 3.26494], [-0.63358, -4.91777, 4.33774], [-0.34099, -5.57976, 5.49864], [0.88073, -6.22438, 5.60588], [1.74653, -6.19281, 4.53986], [1.44488, -5.53423, 3.37386], [0.02254, -4.52138, -0.95577], [0.64995, -6.14840, -0.88012], [-1.58885, -4.40910, 4.24988], [-1.09333, -5.58024, 6.27933], [1.11548, -6.75769, 6.52130], [2.68525, -6.72690, 4.65607], [2.13731, -5.54711, 2.53724], [0.75748, -6.41872, -2.20308], [-5.11751, -1.73286, 3.12050], [-4.60065, -0.49709, 3.82632], [-5.10783, -0.40405, 5.16739], [-4.51514, -1.19453, 6.05784], [-3.60689, -1.95210, 5.83853], [-5.11641, -1.01718, 7.23612], [-4.63670, -1.87580, 8.27068], [-6.20760, -1.76636, 3.15895], [-4.79830, -1.73953, 2.07827], [-4.74969, -2.64108, 3.59734], [-4.95121, 0.39467, 3.30935], [-3.51105, -0.46387, 3.82965], [-3.55482, -1.80929, 8.36818], [-4.93824, -2.90405, 8.07295], [-5.09482, -1.54677, 9.19968], [0.45008, 0.92069, -1.89076], [0.62511, 1.77047, -0.65078], [1.31048, 2.99798, -0.94583], [0.57159, 3.94313, -1.52174], [-0.59444, 3.86628, -1.79900], [1.36356, 4.99456, -1.76059], [0.71706, 6.06098, -2.46609], [1.41169, 0.75628, -2.38171], [0.01510, -0.03747, -1.63560], [-0.20058, 1.40952, -2.61575], [1.24722, 1.24325, 0.07095], [-0.32994, 1.97474, -0.16712], [-0.19981, 6.36342, -1.96554], [0.51058, 5.75939, -3.49228], [1.40549, 6.90228, -2.47942], [3.91524, 5.32748, -8.95788], [4.42976, 6.44989, -8.08089], [3.72001, 6.51173, -6.83698], [4.07547, 5.60162, -5.92878], [4.92944, 4.76562, -6.06064], [3.30679, 5.77067, -4.85291], [3.51587, 4.80028, -3.81904], [2.83621, 5.41411, -9.09469], [4.39975, 5.35135, -9.93430], [4.10594, 4.35546, -8.50380], [4.26082, 7.40680, -8.57262], [5.50166, 6.36056, -7.90266], [4.56721, 4.73791, -3.54394], [3.15058, 3.82555, -4.14378], [2.93892, 5.12013, -2.95218]], "forces_ev_per_a": [[0.38, 1.11, -0.06], [0.68, -1.52, 0.27], [-1.42, -0.03, 0.02], [0.65, -0.20, 2.09], [0.35, -0.23, -1.16], [0.41, -0.28, -0.34], [-0.62, -0.46, 0.18], [-1.35, 0.29, 0.52], [0.58, -0.07, -0.34], [0.68, 0.47, -0.47], [-1.31, 0.62, -0.14], [-0.03, -0.13, 0.27], [-0.67, -0.03, 0.60], [1.06, -0.75, 0.42], [0.36, 0.18, -0.81], [0.03, 0.30, -1.18], [-0.12, 0.11, 0.22], [0.13, -0.02, -0.04], [0.26, -0.08, 0.11], [0.17, 0.02, -0.16], [-0.02, 0.13, -0.25], [-0.03, 0.06, 0.12], [-0.30, 0.41, 0.28], [-0.09, -0.22, 0.19], [0.09, -0.07, -0.52], [0.03, 0.16, 0.06], [-0.22, 0.02, -0.15], [0.16, -0.09, 0.08], [0.04, 0.04, 0.05], [0.02, -0.10, 0.27], [0.00, 0.11, -0.09], [0.01, 0.04, 0.01], [0.11, 0.04, -0.04], [-0.11, 0.08, 0.24], [-0.02, -0.10, 0.16], [0.00, -0.06, -0.12], [0.12, -0.01, -0.05], [-0.11, 0.13, -0.12], [0.14, 0.30, -0.38], [-0.21, -0.54, 0.03], [0.09, 0.10, 0.14], [0.13, -0.18, -0.04], [-0.10, 0.07, 0.01], [-0.44, 0.13, 0.33], [-0.08, 0.28, -0.10], [0.04, -0.05, 0.11], [-0.04, 0.02, 0.03], [-0.07, 0.00, 0.09], [0.16, 0.22, 0.00], [-0.01, 0.15, -0.12], [-0.04, -0.13, -0.03], [-0.10, -0.02, 0.04], [0.13, -0.13, 0.07], [-0.12, -0.23, 0.15], [0.16, -0.05, -0.48], [0.03, 0.15, 0.07], [-0.18, 0.02, -0.05], [0.10, -0.03, 0.01], [0.05, 0.02, 0.01], [0.00, 0.01, 0.37], [0.03, 0.11, -0.08], [-0.01, 0.05, 0.01], [0.11, 0.04, 0.00], [-0.13, 0.07, 0.22], [-0.05, -0.11, 0.15], [0.02, -0.06, -0.17], [0.12, -0.01, -0.04], [0.33, -0.02, -0.46]]}

***

{"formula": "C23H30O5", "method": "the ωB97M-V functional and the def2-TZVPD basis", "e_homo_ev": -8.846, "energy_ha": -1270.60149, "gap_ev": 9.57, "fmax_ev_per_a": 0.9, "de_lowest_kcal_mol": 0.00, "smiles": "C=CCOC(=O)C1=C[C@@H](C2CCCCC2)C[C@@H](OCc2ccc(CO)cc2)O1", "symbols": ["C", "C", "C", "H", "H", "O", "C", "O", "C", "C", "C", "C", "H", "H", "C", "O", "C", "C", "C", "C", "C", "C", "C", "H", "H", "C", "O", "H", "H", "H", "H", "H", "H", "H", "O", "H", "H", "C", "C", "C", "C", "C", "C", "H", "H", "H", "H", "H", "H", "H", "H", "H", "H", "H", "H", "H", "H", "H"], "positions_angstrom": [[-4.61867, -3.10751, 1.41183], [-3.91708, -2.19139, 2.05183], [-3.69912, -0.81017, 1.52610], [-4.09678, -0.71430, 0.51136], [-4.17799, -0.06112, 2.16986], [-2.28848, -0.54132, 1.49704], [-1.91643, 0.72912, 1.68098], [-2.68565, 1.63930, 1.85358], [-0.43483, 0.87353, 1.66109], [0.40873, -0.16060, 1.64764], [1.89726, -0.00548, 1.70506], [2.22440, 1.43768, 2.11540], [2.08539, 1.55623, 3.19133], [3.25075, 1.69629, 1.86270], [1.29509, 2.43896, 1.42541], [1.57031, 2.43583, 0.05348], [0.66122, 3.18947, -0.73695], [-0.54505, 2.38186, -1.14784], [-1.83728, 2.84541, -0.95529], [-2.92149, 2.08213, -1.35244], [-2.73538, 0.84294, -1.94762], [-1.43839, 0.37122, -2.12109], [-0.35650, 1.13339, -1.72860], [0.64830, 0.76621, -1.87245], [-1.27061, -0.59271, -2.58460], [-3.90384, 0.00413, -2.40289], [-4.04294, -1.19965, -1.67429], [-3.19148, -1.65236, -1.66233], [-4.84289, 0.54298, -2.25998], [-3.79233, -0.22303, -3.47550], [-3.92244, 2.45354, -1.19173], [-2.00145, 3.80159, -0.48246], [0.35430, 4.09379, -0.19813], [1.23427, 3.47770, -1.62547], [-0.05747, 2.18596, 1.70152], [1.45522, 3.45730, 1.82832], [2.26479, -0.68048, 2.48887], [2.60354, -0.40937, 0.38657], [1.94861, -1.61843, -0.28506], [2.66557, -1.96432, -1.58826], [4.14134, -2.25307, -1.33774], [4.79953, -1.05762, -0.65790], [4.07874, -0.72464, 0.64504], [4.15089, -1.57911, 1.32362], [4.57088, 0.12315, 1.12502], [5.85035, -1.27521, -0.45459], [4.75939, -0.19286, -1.32406], [4.64508, -2.47222, -2.28155], [4.23537, -3.13236, -0.69615], [2.18954, -2.83177, -2.05130], [2.57748, -1.12527, -2.28289], [1.98798, -2.47738, 0.38974], [0.90031, -1.40247, -0.49796], [2.54016, 0.44280, -0.29372], [-0.00224, -1.15546, 1.63663], [-3.45222, -2.40036, 3.00573], [-4.77629, -4.09138, 1.81927], [-5.06950, -2.89908, 0.45579]], "forces_ev_per_a": [[-0.06, -0.09, -0.01], [0.34, 0.29, -0.08], [-0.54, 0.24, 0.09], [0.08, 0.03, 0.20], [0.09, -0.17, -0.12], [0.13, -0.31, -0.02], [-0.27, 0.21, 0.02], [0.18, 0.00, 0.01], [0.33, -0.28, 0.04], [-0.14, 0.29, 0.12], [0.10, 0.24, -0.17], [-0.28, 0.02, -0.22], [0.04, 0.07, -0.01], [0.06, 0.04, 0.06], [0.61, 0.38, 0.52], [-0.01, -0.18, -0.02], [-0.01, 0.11, -0.08], [-0.01, 0.11, 0.04], [0.21, 0.02, -0.11], [-0.04, -0.11, -0.15], [-0.21, 0.00, 0.02], [0.00, 0.05, -0.04], [-0.02, 0.01, -0.01], [0.15, -0.09, -0.01], [0.03, -0.10, -0.08], [0.07, 0.25, -0.33], [0.02, -0.43, 0.16], [-0.06, 0.02, 0.02], [0.11, 0.01, -0.07], [-0.08, 0.09, 0.15], [-0.13, 0.02, 0.03], [0.00, 0.10, 0.11], [0.00, -0.02, -0.09], [-0.10, 0.05, 0.14], [-0.30, -0.15, 0.02], [-0.08, -0.28, -0.16], [-0.01, 0.02, -0.04], [-0.04, -0.33, 0.32], [0.07, 0.32, -0.29], [0.01, -0.32, 0.20], [-0.01, 0.26, -0.22], [0.07, -0.26, 0.21], [-0.03, 0.29, -0.28], [-0.01, -0.04, 0.10], [0.03, 0.00, 0.11], [0.04, 0.07, -0.05], [0.05, 0.06, -0.05], [0.03, -0.09, 0.02], [0.03, -0.08, 0.01], [-0.03, 0.04, -0.08], [-0.04, 0.05, -0.08], [-0.07, -0.10, 0.09], [-0.07, -0.05, 0.06], [0.01, -0.07, -0.03], [-0.16, -0.05, -0.05], [0.01, -0.11, 0.15], [-0.03, -0.17, 0.14], [-0.06, 0.09, -0.23]]}